Record 1
DFT (wB97M-V/def2-TZVPD) results for an isolated molecule of C3H10N2O2.

Element x y z (Å)
C -2.554 -0.193 -0.282
O -1.526 -1.032 0.180
C -0.387 -0.342 0.806
N 0.344 0.263 -0.277
N -0.011 1.551 -0.505
O 1.744 0.219 0.428
C 2.571 -0.772 -0.126
H -3.352 -0.840 -0.646
H -2.943 0.448 0.521
H -2.213 0.442 -1.108
H 0.147 -1.166 1.276
H -0.768 0.401 1.526
H 0.052 2.176 0.302
H 0.488 1.929 -1.303
H 2.640 -0.684 -1.216
H 3.561 -0.624 0.306
H 2.208 -1.776 0.118

Output
- 2S+1 = 1
- energy above the lowest of the compared OMol25 structures with the same formula, charge and spin (kcal/mol) = 107.7
- SMILES string = COCN(N)OC
- E (Eh) = -380.16511

Record 2
DFT (wB97M-V/def2-TZVPD) results for a structure of composition C9H11BrCuNO3Se3Te.

Element x y z (Å)
Cu 0.440 -1.347 -0.008
Se -1.568 -2.160 -0.921
Se -3.068 -1.194 0.566
Te -3.511 1.211 0.011
Se -1.828 2.712 1.038
C 0.405 -1.398 3.354
C 0.908 -0.177 2.664
C 1.166 0.882 3.707
O -0.080 0.255 1.784
C 2.238 -0.512 1.896
O 3.282 -0.453 2.530
O 2.110 -0.854 0.677
H -0.423 -1.104 4.025
H 1.217 -1.876 3.889
H 0.045 -2.108 2.600
H 0.159 1.115 4.103
H 1.616 1.754 3.312
H 1.797 0.474 4.500
H 0.000 1.154 1.467
Br 0.566 -1.859 -5.675
C -0.015 -0.505 -4.453
C -1.307 -0.001 -4.475
C -1.601 0.970 -3.512
C -0.606 1.390 -2.688
N 0.624 0.866 -2.645
C 0.929 -0.041 -3.558
H -2.019 -0.344 -5.229
H -2.584 1.403 -3.452
H -0.847 2.147 -1.951
H 1.955 -0.400 -3.556

Output
- 2S+1 = 1
- net charge = -2
- energy above the lowest of the compared OMol25 structures with the same formula, charge and spin (kcal/mol) = 0.0
- E (Eh) = -12316.98403

Record 3
DFT (wB97M-V/def2-TZVPD) results for a structure of composition C50H53N2O3P2RbS2.

Element x y z (Å)
Rb 0.397 0.820 0.292
C 1.647 0.460 3.396
P -0.136 -0.022 3.578
C -0.965 1.602 3.817
C -2.361 1.622 3.751
C -3.064 2.814 3.802
C -2.379 4.019 3.897
C -0.995 4.017 3.957
C -0.294 2.818 3.923
C -0.129 -0.746 5.255
C 0.244 -2.087 5.352
C 0.334 -2.707 6.589
C 0.033 -1.998 7.744
C -0.349 -0.666 7.655
C -0.425 -0.041 6.418
C 2.429 -0.680 2.811
C 3.147 -1.679 3.455
C 3.530 -2.589 2.441
C 3.018 -2.075 1.256
C 3.162 -2.656 -0.120
P 1.736 -2.209 -1.201
C 2.119 -3.115 -2.752
C 3.146 -4.045 -2.898
C 3.356 -4.688 -4.113
C 2.536 -4.417 -5.198
C 1.512 -3.487 -5.069
C 1.318 -2.837 -3.861
C 0.366 -3.238 -0.533
C -0.356 -2.742 0.554
C -1.410 -3.463 1.098
C -1.784 -4.680 0.546
C -1.088 -5.175 -0.547
C -0.019 -4.464 -1.077
N 2.353 -0.907 1.468
H 2.052 0.826 4.341
H 1.669 1.282 2.675
H -2.898 0.684 3.651
H -4.147 2.807 3.757
H -2.924 4.955 3.922
H -0.453 4.952 4.026
H 0.787 2.840 3.972
H 0.483 -2.640 4.450
H 0.637 -3.745 6.650
H 0.095 -2.480 8.711
H -0.586 -0.108 8.552
H -0.719 1.000 6.365
H 3.342 -1.750 4.516
H 4.102 -3.498 2.556
H 3.274 -3.740 -0.045
H 4.051 -2.271 -0.639
H 3.791 -4.276 -2.061
H 4.162 -5.405 -4.209
H 2.698 -4.922 -6.142
H 0.871 -3.264 -5.913
H 0.528 -2.100 -3.770
H -0.109 -1.795 1.012
H -1.938 -3.060 1.954
H -2.609 -5.241 0.968
H -1.367 -6.125 -0.985
H 0.517 -4.874 -1.923
O -1.572 -0.192 -1.256
S -2.482 -1.216 -1.846
C -4.135 -0.463 -1.797
C -4.331 0.842 -2.564
C -3.453 2.027 -2.132
C -3.818 2.569 -0.759
S -2.619 3.741 -0.038
O -1.370 2.965 0.201
C -2.317 4.727 -1.504
C -1.080 4.636 -2.117
C -0.833 5.402 -3.249
C -1.815 6.244 -3.750
C -3.047 6.339 -3.113
C -3.300 5.584 -1.978
C -2.209 -1.167 -3.615
C -1.381 -0.186 -4.135
C -1.114 -0.181 -5.498
C -1.669 -1.150 -6.320
C -2.491 -2.136 -5.784
C -2.758 -2.152 -4.424
H -4.304 -0.349 -0.723
H -4.822 -1.234 -2.153
H -5.386 1.118 -2.465
H -4.166 0.658 -3.627
H -3.569 2.819 -2.873
H -2.405 1.734 -2.126
H -3.841 1.786 0.004
H -4.787 3.077 -0.756
H -0.326 3.984 -1.694
H 0.131 5.345 -3.738
H -1.619 6.840 -4.631
H -3.807 7.008 -3.496
H -4.252 5.665 -1.466
H -0.940 0.544 -3.468
H -0.461 0.576 -5.914
H -1.453 -1.148 -7.380
H -2.911 -2.900 -6.425
H -3.372 -2.936 -3.995
C 3.917 0.963 -1.087
N 4.341 1.406 0.226
C 5.344 0.593 0.907
C 3.530 2.241 0.911
C 3.973 2.614 2.307
O 2.503 2.724 0.427
H 4.793 0.658 -1.661
H 3.418 1.778 -1.604
H 3.235 0.109 -1.026
H 5.992 0.153 0.150
H 4.881 -0.208 1.489
H 5.964 1.209 1.553
H 4.947 3.106 2.268
H 4.063 1.731 2.941
H 3.243 3.300 2.727

Output
- 2S+1 = 1
- energy above the lowest of the compared OMol25 structures with the same formula, charge and spin (kcal/mol) = 0.0
- E (Eh) = -3775.52190

Record 4
DFT (wB97M-V/def2-TZVPD) results for an isolated molecule of C6H9NO.

Element x y z (Å)
C 2.018 -0.835 -0.238
C 0.893 -0.250 0.030
C 0.681 1.387 0.168
O -0.705 1.637 -0.056
C -0.936 0.488 -0.811
C -1.696 -0.831 -0.778
C -0.505 -0.663 0.125
N -0.999 -0.470 1.536
H 2.061 -1.937 -0.257
H 2.929 -0.267 -0.378
H 0.983 1.724 1.201
H 1.219 1.896 -0.670
H -0.340 0.544 -1.763
H -2.556 -1.071 -0.136
H -1.652 -1.263 -1.751
H -1.245 0.569 1.654
H -0.152 -0.659 2.122

Output
- 2S+1 = 1
- energy above the lowest of the compared OMol25 structures with the same formula, charge and spin (kcal/mol) = 121.8
- SMILES string = C=C1CO[C@@H]2C[C@@]12N
- E (Eh) = -363.83018